[1]
Molecular formula: C3H13NO4
Method: DFT, ωB97M-V with the def2-TZVPD basis set

Properties
HOMO energy ... -8.9 eV
ΔE to the lowest compared entry with this formula, charge and spin ... 374.5 kJ/mol
SMILES string ... OCCNCO.O.O
HOMO-LUMO gap ... 0.342 hartree
Lowest unoccupied orbital energy ... 0.375 eV
Largest force on an atom ... 0.134 Eh/bohr

The geometry in XYZ format:
```
21
Properties=species:S:1:pos:R:3:forces:R:3:nbo_charge:R:1
O -1.1636 -2.1701 1.9149 -1.4 1.5 2.1 -0.72
O -0.9643 -0.6757 -2.5812 -0.9 0.1 5.0 -0.96
O 1.1264 1.9721 -0.0033 1.8 -2.8 -0.6 -0.77
O 2.3971 -0.2218 -1.3470 1.3 0.6 1.2 -0.93
N -0.4410 -0.3031 0.5662 1.2 -5.4 -0.5 -0.66
C -0.9085 0.9387 0.7148 -4.4 3.4 4.1 -0.24
C -0.3155 1.8797 -0.2065 2.6 0.6 -1.0 -0.08
C -0.2424 -1.0884 1.7338 3.0 -3.6 -0.6 0.09
H 2.7633 0.6634 -1.0643 0.0 -1.4 -1.1 0.47
H -0.9940 -0.6993 -3.4729 0.5 -0.1 -4.3 0.47
H -0.0911 -0.6555 -2.1958 0.6 0.1 -0.5 0.49
H -0.6240 2.8791 -0.0816 -0.7 1.2 0.4 0.19
H -0.7255 1.2973 1.8040 0.2 -0.4 -1.7 0.20
H 1.6521 1.0448 -0.2298 -3.4 3.2 1.2 0.46
H -2.0639 0.9304 0.7679 1.2 0.6 -0.7 0.17
H -0.9606 -0.9012 -0.1156 0.7 1.1 0.5 0.37
H 0.6414 -1.8063 1.6350 0.2 1.6 -0.4 0.13
H -1.3056 -2.4468 1.0390 -0.6 -1.1 -1.6 0.45
H 0.0105 -0.5724 2.6418 -0.8 0.7 0.3 0.19
H -0.4783 1.6340 -1.2296 -0.4 -0.5 -0.9 0.17
H 2.8958 -0.8608 -0.7810 -0.6 0.6 -0.7 0.48
```
Forces are in eV/Å.



[2]
Molecular formula: C3H14BClNO7PSSi2
Method: DFT, ωB97M-V with the def2-TZVPD basis set

Properties
HOMO energy ... -8.9 eV
HOMO-LUMO gap ... 0.289 hartree
Lowest unoccupied orbital energy ... -0.987 eV
Largest force on an atom ... 0.101 Eh/bohr

The geometry in XYZ format:
```
31
Properties=species:S:1:pos:R:3:forces:R:3:nbo_charge:R:1
Cl 4.3013 -0.9573 -0.1413 -1.1 0.3 1.0 -0.27
S 0.3656 1.4059 -3.4978 0.5 -0.2 0.1 1.24
P 3.6025 -1.3937 1.8187 2.0 0.7 1.5 0.62
Si -1.0096 -0.4420 1.5221 0.4 0.2 -2.0 1.48
Si 1.4476 -2.0051 1.7913 -1.2 1.5 0.2 1.49
O 1.8541 1.2770 -3.3595 -0.8 0.0 -0.1 -0.98
O -2.3331 -3.1150 1.2444 1.2 0.2 -3.3 -0.32
O 3.6243 0.0466 2.8459 -2.5 -1.8 -0.9 -0.94
O -2.3791 -1.1622 0.6340 2.0 2.4 -0.4 -0.67
O 0.9740 -2.1327 3.4761 -0.9 -0.7 -2.5 -1.07
O 0.5611 -0.8260 0.8429 -1.8 -1.6 2.9 -1.20
O -0.8720 2.2486 0.1217 1.2 -1.0 2.5 -0.95
N -2.0767 -2.4169 0.2573 -1.7 -2.6 4.2 0.38
C -0.0717 0.8849 -5.1741 0.1 -0.1 -0.1 -0.83
C -0.3827 -0.0110 -2.6575 0.0 -0.1 0.0 -0.83
C -1.7364 2.3093 2.7112 -0.4 0.4 0.2 -1.04
B -1.1902 1.5131 1.3671 -0.1 3.2 -0.8 0.60
H 0.0633 -0.9396 -3.0200 0.0 0.1 0.0 0.23
H -1.1584 0.8519 -5.2750 0.1 0.0 0.1 0.23
H 0.3338 1.6134 -5.8803 0.0 0.0 0.2 0.24
H -2.7496 1.7698 3.0385 2.1 1.3 -0.5 0.25
H -0.1972 0.0847 -1.5851 0.0 0.1 -0.2 0.24
H 0.3555 -0.0983 -5.3841 0.0 0.1 0.1 0.23
H -1.4598 -0.0157 -2.8380 0.1 0.1 0.0 0.23
H -1.0026 2.2503 3.6336 -1.4 -0.1 -1.8 0.26
H -1.9168 3.4547 2.5032 0.2 -2.3 0.4 0.25
H 1.3150 -3.3127 1.1667 -0.1 -0.3 -0.1 -0.19
H 0.1271 -2.6828 3.5429 1.7 1.1 0.0 0.51
H 0.0941 2.5329 0.0892 -1.8 -0.5 0.0 0.52
H 2.7019 0.0469 3.2792 2.0 0.4 -0.8 0.49
H -1.1853 -0.7790 2.9267 0.1 -0.6 0.2 -0.20
```
Forces are in eV/Å.



[3]
Molecular formula: C3H14N2O
Method: DFT, ωB97M-V with the def2-TZVPD basis set

Properties
HOMO energy ... -20.7 eV
Net charge ... +2
ΔE to the lowest compared entry with this formula, charge and spin ... 263.6 kJ/mol
HOMO-LUMO gap ... 0.430 hartree
Lowest unoccupied orbital energy ... -9.012 eV
Largest force on an atom ... 0.130 Eh/bohr

The geometry in XYZ format:
```
20
Properties=species:S:1:pos:R:3:forces:R:3:nbo_charge:R:1
O 2.4434 0.6467 -1.3111 -1.2 -0.4 2.0 -0.94
N -0.1172 0.6218 -1.6687 1.2 -1.8 0.3 -0.74
N -0.3622 -0.3637 2.7152 3.7 5.4 -1.5 -0.82
C -1.1958 -0.4303 -1.3322 1.3 0.0 0.5 -0.20
C 0.1100 -0.1224 0.7297 -2.7 -2.4 4.9 -0.01
C -1.1831 -0.7654 0.2248 1.4 -0.7 -2.0 -0.51
H -0.2446 1.5310 -1.2947 -0.7 1.1 0.8 0.42
H 0.4847 -0.5197 3.2450 0.6 -0.9 -0.1 0.42
H -0.4435 0.6850 3.0150 -1.0 -2.4 -0.6 0.43
H -2.1102 0.0402 -1.6228 -0.7 -0.1 -0.2 0.25
H -2.1207 -0.3937 0.6291 0.3 0.2 0.4 0.27
H 0.9572 -0.8195 0.8371 0.0 0.9 -0.7 0.26
H 0.1611 0.9462 0.9112 0.5 0.0 -0.6 0.23
H 2.7894 1.0200 -0.4902 0.2 0.0 -0.1 0.51
H -0.9547 -1.3048 -1.9559 -0.2 0.4 0.3 0.26
H 3.0553 0.8566 -1.9739 1.6 0.4 -1.8 0.53
H 0.9779 0.4096 -1.4927 -1.4 0.2 -0.2 0.47
H -1.0887 -1.8926 0.3871 -0.3 1.6 -0.3 0.28
H -1.0333 -0.9469 3.0896 -2.4 -1.5 0.6 0.43
H -0.1251 0.8019 -2.6415 -0.2 0.0 -1.7 0.45
```
Forces are in eV/Å.



[4]
Molecular formula: C3H14N2O2
Method: DFT, ωB97M-V with the def2-TZVPD basis set

Properties
HOMO energy ... -9.2 eV
ΔE to the lowest compared entry with this formula, charge and spin ... 133.0 kJ/mol
SMILES string ... NCCCN.O.O
HOMO-LUMO gap ... 0.369 hartree
Lowest unoccupied orbital energy ... 0.804 eV
Largest force on an atom ... 0.053 Eh/bohr

The geometry in XYZ format:
```
21
Properties=species:S:1:pos:R:3:forces:R:3:nbo_charge:R:1
O -0.4749 -4.8224 0.6010 -0.5 0.8 0.6 -0.92
O 1.2867 -2.7924 -2.5775 0.3 -0.1 -0.3 -0.93
N -1.4201 3.6037 0.5531 1.1 0.4 0.9 -0.85
N 0.5858 -0.8429 -0.1891 -1.5 -0.2 0.8 -0.81
C 0.5833 0.3520 0.6923 2.4 -0.1 -1.4 -0.23
C -0.2084 2.7561 0.7489 -0.7 -0.4 -0.1 -0.20
C -0.5834 1.2825 0.5707 0.2 1.3 -1.1 -0.44
H 0.5542 3.0291 0.0081 0.2 -0.2 0.2 0.16
H -0.8234 1.2611 -0.4970 -0.7 -0.4 0.1 0.19
H 0.2128 2.8466 1.7654 -0.3 0.6 -0.3 0.18
H 0.8817 0.0738 1.7008 -0.5 -0.3 0.2 0.19
H -0.3512 -1.2237 -0.0416 0.3 -0.6 -0.2 0.33
H -1.0444 4.5387 0.4084 -0.6 0.0 0.0 0.35
H -1.0471 -4.0374 0.6003 0.1 -0.3 -0.7 0.46
H -1.9972 3.3709 -0.2462 0.4 -0.3 -0.1 0.36
H 2.0611 -3.3457 -2.4158 -0.2 0.0 0.3 0.47
H 1.4974 0.8539 0.3094 -0.5 0.4 0.4 0.18
H -1.4559 1.1063 1.1905 -0.1 -0.5 0.0 0.21
H 0.5866 -0.6367 -1.1934 0.3 0.3 0.6 0.36
H -0.2210 -4.7648 1.5289 0.5 -0.5 0.1 0.46
H 1.3773 -2.6085 -3.5170 -0.2 0.1 -0.1 0.46
```
Forces are in eV/Å.



[5]
Molecular formula: C3H14N2O2
Method: DFT, ωB97M-V with the def2-TZVPD basis set

Properties
HOMO energy ... -9.0 eV
ΔE to the lowest compared entry with this formula, charge and spin ... 90.6 kJ/mol
SMILES string ... C[C@H](N)CN.O.O
HOMO-LUMO gap ... 0.364 hartree
Lowest unoccupied orbital energy ... 0.932 eV
Largest force on an atom ... 0.046 Eh/bohr

The geometry in XYZ format:
```
21
Properties=species:S:1:pos:R:3:forces:R:3:nbo_charge:R:1
O -2.0803 1.3372 -2.1705 0.3 0.9 0.4 -0.97
O 6.2497 -1.7552 -0.7887 0.2 -0.5 -0.4 -0.94
N 0.2620 0.1091 -0.2544 0.2 -0.4 0.7 -0.86
N -2.3528 1.6648 0.6337 -0.2 0.2 1.4 -0.85
C -1.5422 0.5864 1.2931 0.6 0.2 -0.4 -0.23
C -0.9112 -0.5070 0.3607 -0.6 1.9 1.2 -0.07
C -0.4478 -1.6262 1.3056 -0.9 0.3 -0.7 -0.62
H -1.6705 -0.7268 -0.4050 0.1 -0.8 0.3 0.19
H 0.2660 -1.2822 2.0572 0.2 0.2 -0.4 0.22
H 6.7790 -1.2170 -1.3884 -0.2 0.1 0.3 0.47
H -2.1438 2.5005 1.1829 0.6 0.1 -0.5 0.35
H 0.8309 -0.6300 -0.6323 0.3 0.1 -0.5 0.36
H -0.6433 1.0936 1.6558 -0.1 -0.2 0.4 0.20
H -3.3068 1.5866 0.9904 -0.2 -0.6 -0.8 0.36
H -2.2598 1.9729 -2.8688 0.0 -0.1 -0.2 0.46
H -2.0817 0.1371 2.1376 0.0 0.0 -0.2 0.17
H -1.9779 1.9094 -1.3700 -0.4 -0.9 -0.3 0.49
H -1.3201 -1.9403 1.8874 0.1 -0.6 -0.3 0.21
H -0.0234 -2.3986 0.6678 0.0 -0.5 0.5 0.21
H 0.0039 0.7698 -0.9627 -0.1 0.0 -0.5 0.38
H 5.8439 -1.1791 -0.1450 0.0 0.4 0.1 0.47
```
Forces are in eV/Å.



[6]
Molecular formula: C3H14N2O2
Method: DFT, ωB97M-V with the def2-TZVPD basis set

Properties
HOMO energy ... -8.2 eV
ΔE to the lowest compared entry with this formula, charge and spin ... 226.4 kJ/mol
SMILES string ... CCNCN.O.O
HOMO-LUMO gap ... 0.317 hartree
Lowest unoccupied orbital energy ... 0.462 eV
Largest force on an atom ... 0.067 Eh/bohr

The geometry in XYZ format:
```
21
Properties=species:S:1:pos:R:3:forces:R:3:nbo_charge:R:1
O 1.1873 1.4440 -2.8788 2.4 1.5 0.0 -0.91
O -0.1718 -0.9409 -2.4761 0.1 -0.3 -1.2 -0.94
N 0.0289 -0.1171 0.5965 -1.4 2.0 2.4 -0.71
N -0.5476 1.9030 -0.6274 1.5 0.5 -1.7 -0.86
C -0.7238 -0.9805 1.5113 -0.8 -1.4 -1.8 -0.22
C -0.3264 1.3136 0.6675 -1.4 0.2 0.4 -0.05
C 0.1003 -2.0714 2.2079 1.0 0.5 0.2 -0.63
H -1.0955 1.3228 -1.2767 -0.2 0.3 0.9 0.35
H 0.3359 -3.0496 1.7049 -0.8 1.0 0.2 0.21
H 1.0811 -1.5600 2.3176 -0.3 -0.5 0.3 0.21
H -0.1483 -0.1883 -1.8982 -0.1 0.3 0.5 0.47
H -1.6439 -1.3477 1.0028 0.6 -0.7 -0.3 0.17
H -0.2406 -1.7365 -1.9605 -0.2 -0.2 0.5 0.47
H 0.3446 2.0319 -1.1857 -1.5 -0.1 1.3 0.37
H -0.3020 -2.2227 3.2246 0.2 -0.3 -0.5 0.21
H -1.2939 -0.4192 2.2345 0.9 0.9 0.6 0.21
H 2.0370 1.1624 -2.5025 -0.4 -1.7 0.3 0.46
H 1.6508 2.2934 -3.0676 -1.6 0.3 -0.7 0.47
H 0.6220 -0.3558 -0.1667 0.1 -0.7 0.1 0.38
H -1.2408 1.5831 1.3186 0.7 -1.5 -1.1 0.17
H 0.3469 1.9355 1.2539 1.0 0.0 -0.5 0.17
```
Forces are in eV/Å.